Entry 1:
{
  "formula": "CuI",
  "method": "the ωB97M-V functional and the def2-TZVPD basis",
  "elements": ["Cu", "I"],
  "coordinates": [[-0.361, 1.302, -0.582], [0.361, -1.302, 0.582]],
  "mulliken_spin": [-0.0060, 1.0060],
  "relative_energy_ev": 0.3503,
  "total_charge": 1,
  "e_lumo_ev": [-6.7, -8.5],
  "spin_multiplicity": 2
}

---

Entry 2:
{
  "formula": "F10K4N5O20S10",
  "method": "the ωB97M-V functional and the def2-TZVPD basis",
  "elements": ["K", "K", "K", "K", "N", "S", "O", "O", "F", "S", "O", "O", "F", "N", "S", "O", "O", "F", "S", "O", "O", "F", "N", "S", "O", "O", "F", "S", "O", "O", "F", "N", "S", "O", "O", "F", "S", "O", "O", "F", "N", "S", "O", "O", "F", "S", "O", "O", "F"],
  "coordinates": [[3.343, 1.754, -3.607], [-1.858, -1.425, -2.871], [-2.147, -1.237, 3.040], [2.677, -4.623, 0.900], [2.285, -2.149, 0.020], [1.749, -1.068, 1.229], [0.365, -1.169, 1.512], [2.503, 0.090, 1.366], [2.364, -1.975, 2.393], [1.922, -1.373, -1.280], [2.747, -0.285, -1.676], [0.542, -1.206, -1.594], [2.361, -2.528, -2.309], [-1.053, 3.288, 3.931], [-2.028, 3.168, 2.606], [-2.434, 1.853, 2.227], [-1.764, 4.133, 1.603], [-3.294, 3.774, 3.362], [-0.048, 2.121, 3.636], [0.543, 2.015, 2.345], [-0.483, 0.866, 4.185], [1.108, 2.639, 4.596], [-1.014, -0.349, -5.187], [-0.792, 0.998, -6.017], [-0.626, 0.740, -7.416], [0.012, 1.994, -5.409], [-2.258, 1.576, -5.905], [0.518, -0.997, -5.423], [1.597, -0.222, -4.919], [0.708, -1.800, -6.572], [0.360, -2.083, -4.246], [-0.759, 3.952, -1.902], [-0.116, 4.348, -3.283], [-0.939, 4.317, -4.445], [1.293, 4.105, -3.442], [-0.061, 5.936, -2.911], [-0.747, 2.317, -2.134], [0.485, 1.624, -2.336], [-1.882, 1.730, -2.778], [-0.979, 2.008, -0.593], [-1.030, -4.356, 4.784], [0.389, -3.711, 4.675], [1.440, -4.278, 5.443], [0.375, -2.292, 4.504], [0.790, -4.234, 3.167], [-1.300, -4.428, 6.421], [-1.389, -3.161, 7.053], [-0.670, -5.514, 7.066], [-2.806, -4.879, 6.187]],
  "nbo_charge": [0.9872, 0.9775, 0.9829, 0.9900, -1.2384, 2.4733, -0.9204, -0.8363, -0.5243, 2.5069, -0.9511, -0.9692, -0.5221, -1.1344, 2.4677, -0.9751, -0.8945, -0.5103, 2.4827, -0.9284, -1.0026, -0.4971, -1.1924, 2.4730, -0.9334, -0.9092, -0.4886, 2.4497, -0.9498, -0.8915, -0.5442, -1.0305, 2.4341, -0.8960, -0.9815, -0.5285, 2.4278, -0.9520, -0.9631, -0.4972, -1.1951, 2.4691, -0.9208, -0.9302, -0.5766, 2.4765, -0.9067, -0.9012, -0.5059],
  "total_charge": -1,
  "e_lumo_ev": 0.1
}

---

Entry 3:
{
  "formula": "F10N5O20S10Tl",
  "method": "the ωB97M-V functional and the def2-TZVPD basis",
  "elements": ["Tl", "N", "S", "O", "O", "F", "S", "O", "O", "F", "N", "S", "O", "O", "F", "S", "O", "O", "F", "N", "S", "O", "O", "F", "S", "O", "O", "F", "N", "S", "O", "O", "F", "S", "O", "O", "F", "N", "S", "O", "O", "F", "S", "O", "O", "F"],
  "coordinates": [[0.030, -0.325, 0.007], [2.341, -1.658, -0.542], [3.045, -2.157, -1.869], [3.158, -3.564, -2.006], [4.113, -1.316, -2.307], [1.928, -1.698, -2.906], [3.508, -1.983, 0.614], [4.387, -0.909, 0.856], [3.896, -3.344, 0.666], [2.474, -1.894, 1.801], [1.302, 1.993, -0.056], [1.392, 3.256, -1.151], [2.435, 3.264, -2.106], [1.039, 4.509, -0.576], [0.116, 2.883, -1.984], [2.394, 2.474, 0.995], [1.955, 3.397, 1.980], [3.729, 2.488, 0.512], [2.332, 1.107, 1.856], [-0.797, -0.894, -2.526], [-2.063, -1.827, -3.165], [-1.703, -2.585, -4.311], [-3.337, -1.210, -3.146], [-2.157, -2.922, -2.038], [-0.691, 0.068, -3.818], [-1.676, 1.096, -3.795], [-0.171, -0.376, -5.059], [0.570, 0.850, -3.197], [-2.495, 0.577, 0.242], [-3.854, -0.413, 0.482], [-5.126, -0.093, -0.053], [-3.809, -1.108, 1.725], [-3.294, -1.566, -0.455], [-3.272, 1.925, 0.667], [-3.570, 2.129, 2.039], [-4.127, 2.426, -0.346], [-1.959, 2.846, 0.516], [-0.065, -0.691, 2.594], [-0.881, 0.482, 3.523], [-0.086, 1.029, 4.558], [-2.263, 0.317, 3.678], [-0.757, 1.538, 2.343], [0.413, -1.661, 3.774], [-0.625, -1.977, 4.706], [1.716, -1.429, 4.278], [0.503, -3.052, 2.997]],
  "nbo_charge": [1.7091, -1.2092, 2.4830, -0.8842, -0.8969, -0.4947, 2.4810, -0.8582, -0.8728, -0.5009, -1.2000, 2.4692, -0.8760, -0.8853, -0.4768, 2.4686, -0.8719, -0.8673, -0.5163, -1.1316, 2.4356, -0.8740, -0.8744, -0.4840, 2.4344, -0.8794, -0.8479, -0.5142, -1.1286, 2.4187, -0.8403, -0.8910, -0.5084, 2.4421, -0.8730, -0.8644, -0.5083, -1.1957, 2.4819, -0.8705, -0.8451, -0.4994, 2.4858, -0.8950, -0.8777, -0.4960],
  "relative_energy_ev": 0.0000,
  "total_charge": -2,
  "e_lumo_ev": -2.0
}

---

Entry 4:
{
  "formula": "F12KN6Na5O24S12",
  "method": "the ωB97M-V functional and the def2-TZVPD basis",
  "elements": ["Na", "Na", "Na", "Na", "Na", "K", "N", "S", "O", "O", "F", "S", "O", "O", "F", "N", "S", "O", "O", "F", "S", "O", "O", "F", "N", "S", "O", "O", "F", "S", "O", "O", "F", "N", "S", "O", "O", "F", "S", "O", "O", "F", "N", "S", "O", "O", "F", "S", "O", "O", "F", "N", "S", "O", "O", "F", "S", "O", "O", "F"],
  "coordinates": [[6.562, -2.079, -6.971], [3.897, -2.878, -6.089], [8.305, -7.863, -7.289], [8.601, -6.592, -9.974], [4.995, -3.713, -2.900], [1.700, -5.963, -10.340], [4.653, -0.810, -6.842], [3.931, -0.257, -8.095], [4.780, 0.490, -8.964], [2.530, 0.012, -8.069], [3.875, -1.744, -8.752], [4.306, 0.476, -5.820], [3.039, 0.383, -5.189], [4.884, 1.740, -6.110], [5.304, -0.152, -4.665], [0.738, -10.018, -6.905], [1.613, -9.052, -6.024], [1.113, -7.702, -5.948], [3.027, -9.263, -6.140], [1.165, -9.645, -4.624], [1.321, -9.676, -8.412], [2.406, -10.474, -8.888], [1.342, -8.282, -8.817], [0.093, -10.167, -9.298], [7.590, -8.724, -9.629], [6.145, -9.346, -9.778], [5.859, -10.358, -8.813], [5.565, -9.393, -11.077], [5.371, -8.092, -9.077], [8.471, -9.922, -10.433], [8.285, -10.123, -11.826], [8.741, -10.978, -9.513], [9.869, -9.105, -10.394], [9.073, -5.382, -12.127], [9.063, -6.243, -13.457], [10.021, -5.695, -14.371], [7.815, -6.744, -13.944], [9.766, -7.542, -12.857], [7.843, -4.319, -12.543], [6.589, -4.755, -11.991], [7.868, -3.715, -13.828], [8.306, -3.160, -11.529], [5.479, -4.233, -7.393], [5.229, -5.813, -6.841], [6.259, -6.797, -6.678], [3.920, -6.327, -6.998], [5.181, -5.198, -5.332], [5.472, -4.645, -8.933], [4.230, -4.867, -9.594], [6.605, -5.375, -9.399], [5.916, -3.192, -9.453], [4.641, -5.302, -1.129], [3.995, -5.612, 0.374], [4.884, -6.119, 1.359], [2.631, -6.017, 0.342], [3.811, -4.087, 0.865], [4.182, -6.649, -1.831], [3.004, -6.576, -2.642], [4.590, -7.873, -1.231], [5.227, -6.403, -3.052]],
  "nbo_charge": [0.9687, 0.9580, 0.9798, 0.9380, 0.9800, 0.9933, -1.3387, 2.4386, -0.8537, -0.8493, -0.5463, 2.4134, -0.8561, -0.8141, -0.5516, -1.1079, 2.4675, -0.9548, -0.9299, -0.4889, 2.4485, -0.8903, -1.0388, -0.4988, -1.3316, 2.4473, -0.8677, -0.8521, -0.5498, 2.4223, -0.8156, -0.8819, -0.5337, -1.2346, 2.4560, -0.9068, -0.8942, -0.5080, 2.4429, -0.9452, -0.8631, -0.5184, -1.2447, 2.3914, -0.9138, -0.7710, -0.5612, 2.4634, -0.8877, -0.9218, -0.5039, -1.2690, 2.4438, -0.8714, -0.8827, -0.5181, 2.4431, -0.8989, -0.8565, -0.5735],
  "e_lumo_ev": -4.4
}

---

Entry 5:
{
  "formula": "F18InN2O6P3",
  "method": "the ωB97M-V functional and the def2-TZVPD basis",
  "elements": ["In", "N", "O", "O", "O", "N", "O", "O", "O", "P", "F", "F", "F", "F", "F", "F", "P", "F", "F", "F", "F", "F", "F", "P", "F", "F", "F", "F", "F", "F"],
  "coordinates": [[-0.293, 0.462, -0.583], [-3.131, 1.813, 1.040], [-4.234, 2.001, 1.544], [-2.094, 2.318, 1.472], [-2.971, 1.019, 0.050], [2.824, -0.863, -1.290], [2.363, -0.069, -2.120], [2.109, -1.057, -0.236], [3.810, -1.547, -1.443], [-0.931, -1.546, 2.609], [0.125, -1.902, 3.725], [-1.853, -0.765, 3.702], [-0.186, -0.117, 2.191], [-2.039, -1.163, 1.478], [-0.092, -2.239, 1.424], [-1.694, -2.983, 2.895], [-0.716, -2.217, -2.966], [0.368, -2.593, -1.795], [-1.649, -1.691, -1.727], [-0.079, -0.718, -3.063], [-1.811, -1.721, -4.024], [0.324, -2.660, -4.119], [-1.303, -3.701, -2.831], [1.919, 3.190, 0.591], [3.488, 2.956, 0.513], [1.772, 1.703, 1.285], [2.039, 3.807, 2.051], [0.259, 3.263, 0.578], [1.993, 4.617, -0.111], [1.682, 2.404, -0.838]],
  "nbo_charge": [1.7825, 0.7012, -0.4101, -0.4204, -0.4312, 0.7052, -0.4646, -0.3679, -0.3998, 2.5990, -0.5720, -0.5843, -0.5866, -0.5947, -0.5815, -0.5965, 2.5979, -0.5846, -0.5829, -0.5862, -0.5792, -0.5782, -0.5721, 2.6031, -0.5756, -0.5871, -0.5753, -0.5902, -0.5751, -0.5929],
  "relative_energy_ev": 0.0000,
  "total_charge": -2,
  "e_lumo_ev": -0.8
}

---

Entry 6:
{
  "formula": "F18InNO3P3",
  "method": "the ωB97M-V functional and the def2-TZVPD basis",
  "elements": ["In", "N", "O", "O", "O", "P", "F", "F", "F", "F", "F", "F", "P", "F", "F", "F", "F", "F", "F", "P", "F", "F", "F", "F", "F", "F"],
  "coordinates": [[0.306, -0.969, -0.520], [1.930, -4.700, 0.174], [3.113, -5.118, 0.194], [1.698, -3.566, -0.269], [1.056, -5.420, 0.620], [2.489, 0.739, 1.980], [4.126, 0.779, 1.777], [2.301, 1.119, 0.439], [2.670, -0.831, 1.562], [0.852, 0.402, 2.059], [2.555, 0.292, 3.526], [2.275, 2.363, 2.316], [-3.289, 0.123, 0.526], [-3.859, 1.382, 1.355], [-2.475, -0.535, 1.752], [-4.560, -0.818, 0.740], [-2.579, -1.048, -0.383], [-3.887, 0.870, -0.764], [-1.885, 1.036, 0.391], [-0.402, 2.001, -2.514], [0.712, 0.867, -2.833], [-0.820, 1.912, -4.073], [-1.434, 0.795, -2.168], [-1.526, 3.133, -2.152], [-0.052, 2.000, -0.909], [0.686, 3.191, -2.826]],
  "mulliken_spin": [0.6675, -0.0316, 0.6237, 0.1716, 0.2952, 0.0003, 0.0072, 0.0298, 0.0349, 0.0548, 0.0078, 0.0066, 0.0482, -0.0801, -0.1628, -0.0230, 0.0287, -0.0968, -0.5252, -0.0068, 0.0289, 0.0011, 0.0078, -0.0206, -0.0604, -0.0068],
  "relative_energy_ev": 0.0000,
  "e_lumo_ev": [-9.2, -8.4],
  "spin_multiplicity": 2
}

---

Entry 7:
{
  "formula": "F2H3N2PS",
  "method": "the ωB97M-V functional and the def2-TZVPD basis",
  "elements": ["N", "N", "F", "F", "P", "S", "H", "H", "H"],
  "coordinates": [[-1.366, 0.318, 0.389], [-0.054, 0.264, 0.905], [0.178, -1.658, -0.648], [0.445, 0.559, -1.611], [1.049, -0.388, -0.189], [2.915, -0.687, 0.116], [-1.568, 0.972, -0.308], [-1.726, -0.583, 0.140], [0.127, 1.203, 1.206]],
  "nbo_charge": [-0.6581, -0.7771, -0.5550, -0.6018, 1.8746, -0.4210, 0.3619, 0.3702, 0.4064],
  "relative_energy_ev": 0.0000,
  "e_lumo_ev": 0.4,
  "smiles": "NNP(F)(F)=S"
}

---

Entry 8:
{
  "formula": "F2H4NO10PS2Tl",
  "method": "the ωB97M-V functional and the def2-TZVPD basis",
  "elements": ["Tl", "N", "S", "O", "O", "F", "S", "O", "O", "F", "P", "O", "O", "O", "O", "O", "H", "H", "O", "H", "H"],
  "coordinates": [[-1.051, 0.096, 0.369], [1.700, -0.522, 0.605], [3.036, 0.246, 0.412], [3.555, 0.197, -0.922], [3.957, 0.295, 1.543], [2.321, 1.674, 0.384], [2.380, -2.002, 1.138], [2.249, -2.244, 2.567], [3.467, -2.570, 0.392], [1.238, -2.932, 0.511], [-4.176, 1.500, -2.054], [-4.439, 2.690, -1.036], [-3.060, 0.499, -1.513], [-3.930, 1.777, -3.560], [-5.588, 0.984, -1.782], [-0.871, 1.078, 3.109], [-1.243, 1.754, 3.675], [-0.202, 0.656, 3.647], [0.088, -0.938, -2.147], [0.631, -1.703, -2.335], [-0.061, -0.534, -3.002]],
  "mulliken_spin": [-0.0079, -0.6184, 0.0846, -0.2406, -0.1533, 0.0000, 0.0380, -0.0738, -0.0288, -0.0022, -0.1545, 0.6682, 0.2527, 0.5942, 0.6438, 0.0001, 0.0000, 0.0001, -0.0022, 0.0003, -0.0003],
  "relative_energy_ev": 0.0000,
  "e_lumo_ev": [-7.0, -2.4],
  "spin_multiplicity": 2
}

---

Entry 9:
{
  "formula": "F2H4SSi2",
  "method": "the ωB97M-V functional and the def2-TZVPD basis",
  "elements": ["F", "F", "Si", "Si", "S", "H", "H", "H", "H"],
  "coordinates": [[1.391, -0.913, -1.506], [-1.015, -0.845, -0.491], [-0.512, 1.946, 0.738], [0.311, -1.754, -0.626], [0.064, 1.181, 2.475], [-1.729, 2.592, 0.199], [0.666, 2.463, -0.001], [0.956, -1.819, 0.684], [-0.133, -2.850, -1.473]],
  "nbo_charge": [-0.6576, -0.6608, 0.9661, 1.7797, -0.6171, -0.1696, -0.1861, -0.2184, -0.2362],
  "relative_energy_ev": 1.8541,
  "e_lumo_ev": -0.8,
  "smiles": "F[SiH2]F.[SiH2]=S"
}

---

Entry 10:
{
  "formula": "F2HISi",
  "method": "the ωB97M-V functional and the def2-TZVPD basis",
  "elements": ["F", "F", "Si", "I", "H"],
  "coordinates": [[-1.022, -1.059, -0.286], [-1.722, -0.844, 2.023], [-1.226, 0.032, 0.805], [3.917, 3.296, -1.012], [0.094, 0.760, 1.018]],
  "nbo_charge": [-0.6667, -0.6649, 1.5819, 0.0001, -0.2503],
  "relative_energy_ev": 3.5191,
  "e_lumo_ev": [-1.1, -3.4]
}

---

Electronic energy for every record listed, in sequence, given in eV: -52731.0169 -249232.2550 -188614.5843 -259117.6280 -97230.5167 -89589.0197 -28589.1670 -63111.4211 -32092.7385 -21430.1790.